[1]
Formula: C18H35FeN2S
Source: the OMol25 dataset
Level of theory: ωB97M-V/def2-TZVPD

net charge	+2
Kohn-Sham gap (spin up / spin down)	8.19 / 6.98	eV
E_tot	-2477.57336	a.u.
spin multiplicity	6
HOMO energy (spin up / spin down)	-14.701 / -15.286	eV
lowest unoccupied orbital energy (spin up / spin down)	-6.5 / -8.3	eV
relative energy (zero: lowest compared OMol25 entry of this formula, charge and spin)	92.3	kJ/mol

Element x y z (Å)
1 C 1.8751 -2.9834 0.4331
2 H 1.8126 -3.7959 1.1667
3 H 1.7727 -3.4282 -0.5639
4 H 1.0196 -2.3184 0.5940
5 C 3.2036 -2.2308 0.5624
6 H 3.2280 -1.4057 -0.1614
7 H 3.2675 -1.7706 1.5569
8 C 4.4179 -3.1387 0.3416
9 H 5.3573 -2.5837 0.4380
10 H 4.4335 -3.9561 1.0724
11 H 4.3938 -3.5886 -0.6582
12 C -0.5887 1.1171 -1.9061
13 C 0.7762 1.1089 -2.4076
14 C 1.0160 -0.1874 -2.8606
15 C -0.2234 -0.9502 -2.7899
16 C -1.2330 -0.1280 -2.2925
17 C -2.6905 -0.4232 -2.1898
18 C -0.3667 -2.3538 -3.2770
19 C 2.2898 -0.7188 -3.4296
20 C 1.6995 2.2790 -2.4414
21 C -1.3181 2.3428 -1.4624
22 Fe 0.3375 -0.2680 -0.6463
23 H -1.2714 -2.8245 -2.8952
24 H -0.4134 -2.3886 -4.3683
25 H 0.4750 -2.9788 -2.9767
26 H -2.8843 -1.4930 -2.1269
27 H -3.1360 0.0357 -1.3084
28 H -3.2304 -0.0442 -3.0621
29 H -0.6699 3.0201 -0.9082
30 H -1.7067 2.8898 -2.3252
31 H -2.1627 2.0996 -0.8194
32 H 2.7441 1.9708 -2.4503
33 H 1.5306 2.8870 -3.3343
34 H 1.5640 2.9275 -1.5771
35 H 2.4955 -1.7354 -3.0923
36 H 2.2506 -0.7491 -4.5214
37 H 3.1449 -0.1055 -3.1499
38 C -2.7386 -1.0767 2.2258
39 N -2.4130 0.2043 2.8564
40 C -3.1524 0.5380 4.0626
41 C -1.3506 1.0317 2.2803
42 S -0.5952 0.4501 0.9707
43 N -0.8337 2.2822 2.8451
44 C -1.4805 3.1308 3.8378
45 C 0.4572 2.7879 2.3805
46 H -3.5505 -1.6263 2.7462
47 H -1.8455 -1.7374 2.2234
48 H -3.0799 -0.9077 1.1824
49 H -2.4522 0.7315 4.9024
50 H -3.8517 1.3724 3.8599
51 H -3.8140 -0.2884 4.3967
52 H -0.8592 3.1742 4.7578
53 H -1.5760 4.1597 3.4279
54 H -2.4931 2.8681 4.1113
55 H 1.2520 2.0400 2.5878
56 H 0.4201 3.0022 1.2925
57 H 0.7467 3.7337 2.8899


[2]
Formula: C15H23NO8S3
Source: the OMol25 dataset
Level of theory: ωB97M-V/def2-TZVPD

Kohn-Sham gap	10.41	eV
E_tot	-2436.55794	a.u.
spin multiplicity	1
HOMO energy	-10.219	eV
lowest unoccupied orbital energy	0.2	eV
relative energy (zero: lowest compared OMol25 entry of this formula, charge and spin)	0.0	kJ/mol

Element x y z (Å)
1 O 2.8191 1.5738 0.7994
2 S 2.8321 1.5782 -0.6249
3 O 2.6179 0.3102 -1.2219
4 O 1.8451 2.6728 -1.1994
5 C 2.5356 3.8848 -1.5436
6 C 3.9916 3.7036 -1.1214
7 C 4.3460 4.1095 0.3019
8 C 5.3361 3.4235 0.9987
9 C 5.5890 3.8299 2.2934
10 C 4.8659 4.8871 2.8297
11 N 3.9459 5.5830 2.1751
12 C 3.7148 5.1733 0.9291
13 O 4.1338 2.2476 -1.2240
14 H 2.0588 4.7138 -1.0344
15 H 2.4081 4.0170 -2.6133
16 H 4.6949 4.1277 -1.8283
17 H 5.8624 2.6023 0.5402
18 H 6.3320 3.3317 2.8957
19 H 5.0539 5.1808 3.8535
20 H 2.9713 5.7383 0.3837
21 C -0.8313 0.6266 1.1308
22 C -1.0378 -0.1003 -0.2055
23 C -2.5334 -0.4264 -0.3220
24 S -3.3971 0.8339 0.6270
25 O -4.0430 0.2039 1.7515
26 O -4.1322 1.6972 -0.2612
27 C -1.9306 1.6802 1.2082
28 H 0.1579 1.0773 1.1968
29 H -0.9349 -0.0792 1.9578
30 H -0.7379 0.5520 -1.0274
31 H -0.4320 -1.0024 -0.2709
32 H -2.8808 -0.3969 -1.3511
33 H -2.7713 -1.3907 0.1229
34 H -2.1093 2.0581 2.2119
35 H -1.7394 2.5069 0.5247
36 C -3.6406 -4.8461 0.2637
37 C -4.2085 -6.1119 -0.3924
38 C -3.8434 -6.0610 -1.8817
39 S -2.3245 -5.1025 -1.9924
40 O -2.6000 -3.8853 -2.7123
41 O -1.2335 -5.9638 -2.3652
42 C -2.2075 -4.7201 -0.2461
43 H -3.6723 -4.9039 1.3503
44 H -4.2233 -3.9750 -0.0438
45 H -3.7576 -6.9931 0.0675
46 H -5.2861 -6.1876 -0.2574
47 H -3.6613 -7.0469 -2.3004
48 H -4.5988 -5.5422 -2.4681
49 H -1.7872 -3.7255 -0.1164
50 H -1.5571 -5.4641 0.2122


[3]
Formula: C3H5Br2N3
Source: the OMol25 dataset
Level of theory: ωB97M-V/def2-TZVPD

net charge	+2
Kohn-Sham gap (spin up / spin down)	4.45 / 6.15	eV
E_tot	-5428.75327	a.u.
spin multiplicity	1
HOMO energy (spin up / spin down)	-17.502 / -17.144	eV
lowest unoccupied orbital energy (spin up / spin down)	-13.1 / -11.0	eV
relative energy (zero: lowest compared OMol25 entry of this formula, charge and spin)	353.7	kJ/mol

Element x y z (Å)
1 C 0.2178 0.5439 1.2106
2 C -0.0091 1.7314 -0.8066
3 C -0.8798 -0.5058 -0.6041
4 N -0.2546 -0.5074 0.5971
5 N 0.3237 1.6600 0.5323
6 N -0.5288 0.6769 -1.3686
7 Br -1.5149 5.2703 0.5910
8 Br -2.9139 -0.6029 -0.3849
9 H 0.7241 0.4433 2.1620
10 H -0.7807 -1.4744 -1.1159
11 H -0.3095 -1.4115 1.1487
12 H 0.6827 2.5012 0.8991
13 H -0.4054 0.7210 -2.3161


[4]
Formula: C64H46BiF3N7O3P2S
Source: the OMol25 dataset
Level of theory: ωB97M-V/def2-TZVPD

net charge	+1
Kohn-Sham gap	7.56	eV
E_tot	-4670.37780	a.u.
spin multiplicity	1
HOMO energy	-10.469	eV
lowest unoccupied orbital energy	-2.9	eV
relative energy (zero: lowest compared OMol25 entry of this formula, charge and spin)	179.6	kJ/mol

Element x y z (Å)
1 Bi 0.0997 -0.1665 0.1649
2 C 1.4630 4.6755 -0.7459
3 C 1.3717 3.3551 -0.3129
4 N 0.2490 2.6682 -0.4149
5 C -0.8216 3.2994 -0.9092
6 C -0.7129 4.6244 -1.3502
7 N 0.4230 5.2908 -1.2830
8 C -2.0990 2.5809 -0.8179
9 C -3.2821 3.0047 -1.4174
10 C -4.4657 2.3380 -1.1028
11 C -4.4038 1.2514 -0.2326
12 C -3.1766 0.9021 0.3208
13 N -2.0659 1.5598 0.0257
14 C -3.0683 -0.0434 1.4317
15 C -4.0750 -0.9276 1.8241
16 N -4.0644 -1.4925 3.0150
17 C -3.0602 -1.2157 3.8241
18 C -1.9753 -0.4658 3.3781
19 N -1.9783 0.1027 2.1899
20 C -5.7736 2.8273 -1.5616
21 C -6.8527 2.8167 -0.6753
22 C -8.0728 3.3121 -1.1053
23 N -8.2708 3.7958 -2.3181
24 C -7.2544 3.8082 -3.1601
25 C -5.9875 3.3393 -2.8401
26 H 2.3740 5.2521 -0.6650
27 H 2.2078 2.8453 0.1406
28 H -1.5526 5.1739 -1.7478
29 H -3.3135 3.8692 -2.0591
30 H -5.2989 0.7197 0.0445
31 H -4.9190 -1.1781 1.2004
32 H -3.1356 -1.6107 4.8261
33 H -1.1113 -0.2783 3.9932
34 H -6.7387 2.4670 0.3405
35 H -8.9340 3.3273 -0.4504
36 H -7.4687 4.2190 -4.1379
37 H -5.1927 3.3604 -3.5716
38 O -1.9403 -3.5794 -1.4863
39 S -0.9550 -3.1772 -0.5282
40 O 0.1686 -2.3956 -1.1080
41 O -1.4583 -2.4660 0.6626
42 C -0.0808 -4.5594 0.1959
43 C -0.1857 -5.8901 -0.1484
44 C 0.5721 -6.8256 0.5443
45 C 1.4110 -6.4164 1.5702
46 C 1.5214 -5.0748 1.8962
47 C 0.7752 -4.1322 1.1948
48 P 0.8559 -2.3544 1.6596
49 C 0.2538 -2.4806 3.3646
50 C 0.7777 -1.6415 4.3480
51 C 0.4008 -1.8106 5.6683
52 C -0.5263 -2.7827 6.0105
53 C -1.1006 -3.5668 5.0230
54 C -0.7089 -3.4249 3.7026
55 C 2.6695 -2.2564 1.9436
56 C 3.3594 -2.4596 3.0720
57 C 4.8076 -2.3689 3.1059
58 C 5.5341 -2.1901 2.0037
59 C 4.9182 -2.0974 0.6481
60 C 3.3841 -1.9998 0.6595
61 H -0.8580 -6.1858 -0.9388
62 H 0.5061 -7.8714 0.2869
63 H 1.9857 -7.1443 2.1230
64 H 2.1769 -4.7613 2.6951
65 H 1.4755 -0.8604 4.0784
66 H 0.8364 -1.1928 6.4379
67 H -0.7880 -2.9400 7.0458
68 H -1.8544 -4.2939 5.2814
69 H -1.1447 -4.0428 2.9295
70 H 2.8649 -2.6796 4.0072
71 H 5.2804 -2.4629 4.0739
72 H 6.6113 -2.1261 2.0447
73 H 5.3196 -2.8988 0.0216
74 H 2.9238 -2.6436 -0.0985
75 C 4.6233 -3.7008 -3.7736
76 C 5.0531 -2.3839 -3.7438
77 C 4.3174 -1.4257 -3.0708
78 C 3.1523 -1.7835 -2.3854
79 C 2.7142 -3.1017 -2.4410
80 C 3.4436 -4.0514 -3.1383
81 P 2.3433 -0.4921 -1.3499
82 C 2.6072 0.8947 -2.5099
83 C 2.0266 0.6589 -3.7591
84 C 2.1330 1.5937 -4.7683
85 C 2.7984 2.7873 -4.5286
86 C 3.3904 3.0187 -3.2977
87 C 3.3050 2.0732 -2.2854
88 C 3.4708 -0.5199 0.1602
89 C 5.0035 -0.6992 -0.0322
90 C 5.8824 0.2787 0.6561
91 C 5.4299 1.0696 1.6221
92 C 4.0263 1.1362 1.9761
93 C 3.6345 1.9369 3.0469
94 C 2.2996 2.0802 3.3720
95 C 1.3407 1.4696 2.5775
96 C 1.7039 0.6763 1.4916
97 C 3.0539 0.4705 1.2120
98 H 5.2014 -4.4427 -4.3024
99 H 5.9706 -2.1003 -4.2393
100 H 4.6487 -0.3963 -3.0961
101 H 1.7867 -3.3734 -1.9617
102 H 3.0951 -5.0728 -3.1793
103 H 1.5245 -0.2855 -3.9309
104 H 1.7068 1.3875 -5.7395
105 H 2.8754 3.5224 -5.3139
106 H 3.9231 3.9417 -3.1214
107 H 3.8064 2.2442 -1.3435
108 H 5.3050 -0.8026 -1.0745
109 H 6.9197 0.2816 0.3621
110 H 6.0945 1.7281 2.1583
111 H 4.3951 2.4498 3.6182
112 H 2.0100 2.6932 4.2142
113 H 0.2912 1.6070 2.7944
114 F -0.8946 0.1839 -7.9656
115 C -1.7607 0.8908 -7.2199
116 F -1.5912 2.1789 -7.5462
117 F -2.9910 0.5500 -7.6202
118 C -1.5507 0.6444 -5.7464
119 C -1.0566 1.6552 -4.9333
120 C -0.8429 1.3513 -3.5979
121 N -1.1246 0.1809 -3.0549
122 C -1.6008 -0.7781 -3.8336
123 C -1.8186 -0.6039 -5.1963
124 H -0.8363 2.6389 -5.3176
125 H -0.4167 2.0901 -2.9337
126 H -1.7889 -1.7261 -3.3464
127 H -2.1858 -1.4128 -5.8076